1.
The following is a DFT calculation (ωB97M-V/def2-TZVPD) of 2 unconnected molecules or ions with the total composition C2HF3O.

Structure (XYZ):
```
7
Properties=species:S:1:pos:R:3:forces:R:3:mulliken_charge:R:1
C -1.765 -0.111 -0.322 -1.40 -0.05 -0.07 0.526
C -0.847 -0.150 0.643 3.36 0.21 0.66 0.168
O -2.803 -0.296 -0.794 -0.09 0.22 -0.52 -0.292
F 2.470 0.342 -0.907 -1.02 -0.23 -1.17 -0.382
F -0.138 0.929 1.070 -1.17 -0.64 -0.33 -0.201
F 0.020 -1.195 0.555 -0.67 0.25 0.27 -0.200
H 3.062 0.481 -0.244 0.99 0.23 1.16 0.382
```
Forces are in eV/Å.

Calculated values
HOMO level	-9.52	eV
gap between HOMO and LUMO	9.19	eV
ΔE to the lowest compared entry with this formula, charge and spin	53.3	kcal per mole
SMILES	O=C=C(F)F.F
energy	-12287.394	eV


2.
The following is a DFT calculation (ωB97M-V/def2-TZVPD) of 7 unconnected molecules or ions with the total composition C14H42ClN6O12.

Structure (XYZ):
```
75
Properties=species:S:1:pos:R:3:forces:R:3:mulliken_charge:R:1
Cl 0.199 2.021 1.240 -1.77 -5.60 -0.22 1.496
O 0.773 3.255 0.974 1.21 3.19 -0.61 -0.744
O 1.247 1.112 1.738 -0.93 0.92 -0.17 -0.576
O -0.889 2.106 2.173 0.25 0.56 0.79 -0.626
O -0.402 1.413 0.035 1.12 0.96 0.23 -0.558
C 3.334 0.374 -1.590 0.74 1.68 0.47 -0.652
O 2.554 -0.351 -2.456 -1.69 -2.34 -0.27 -0.448
C 1.163 0.024 -2.501 0.05 1.13 -2.81 0.336
C 0.769 0.024 -4.036 1.00 -1.46 1.09 -0.993
N 0.689 -1.340 -4.565 -2.88 -0.59 0.36 -0.413
C -0.797 -1.851 -4.468 2.75 0.14 -0.39 -0.182
C -0.753 -3.141 -5.171 -1.07 -1.26 -2.51 -0.586
O -2.068 -3.771 -5.394 1.38 -0.86 1.67 -0.385
C -3.104 -3.037 -5.934 0.22 0.76 -1.87 -0.739
H 2.863 0.567 -0.626 -0.53 0.75 -0.19 0.134
H 3.617 1.204 -2.238 0.06 1.20 1.01 0.341
H 4.299 0.012 -1.235 0.04 -1.36 -0.74 0.284
H 1.002 1.090 -2.337 0.33 0.02 1.23 0.088
H 0.474 -0.616 -1.950 0.34 0.04 0.45 0.149
H 1.627 0.454 -4.553 -0.29 0.72 0.00 0.438
H -0.189 0.503 -4.234 0.29 0.45 0.11 0.355
H 1.215 -1.904 -3.913 0.28 -0.36 -0.08 0.302
H -1.400 -1.160 -5.057 -0.14 0.19 0.74 0.398
H -1.120 -2.159 -3.473 -0.34 1.17 0.41 0.047
H -0.064 -3.831 -4.684 -0.62 -0.40 0.32 0.296
H -0.336 -3.050 -6.173 0.20 0.44 -0.14 0.392
H -3.368 -3.399 -6.928 -0.37 -1.14 -0.05 0.302
H -2.776 -2.080 -6.340 -0.05 0.83 1.00 0.285
H -4.016 -3.008 -5.339 0.28 0.26 0.29 0.261
C -2.571 -1.175 5.897 1.35 -1.72 0.48 -0.770
O -1.876 -1.962 4.889 -1.73 1.33 -0.30 -0.336
C -2.575 -1.859 3.600 1.38 0.43 0.13 -0.976
C -1.579 -1.302 2.585 0.37 0.00 -0.69 0.734
N -0.678 -2.317 2.069 1.33 -0.99 0.14 -0.395
C 0.086 -2.082 0.822 -1.20 -0.66 0.34 0.148
C 1.064 -3.210 0.582 1.01 1.02 1.11 -0.854
O 2.122 -3.092 1.612 -0.48 -0.80 -0.49 -0.424
C 3.352 -2.458 1.272 -1.18 0.21 -1.72 -0.237
H -3.461 -1.723 6.206 -0.63 0.50 -0.42 0.323
H -2.678 -0.108 5.704 -0.29 -0.16 -0.50 0.303
H -1.954 -1.270 6.791 0.33 0.20 0.00 0.265
H -3.393 -1.139 3.600 -0.23 -0.10 0.61 0.431
H -2.938 -2.848 3.319 0.03 0.02 -0.05 0.337
H -0.984 -0.520 3.058 -0.26 0.36 0.26 -0.023
H -2.081 -0.828 1.742 -0.28 -0.17 -0.04 -0.165
H 0.091 -2.367 2.721 -0.13 -0.46 0.70 0.298
H 0.631 -1.141 0.895 -0.26 0.32 -0.77 -0.184
H -0.658 -2.254 0.044 0.02 1.12 -0.59 0.354
H 1.480 -3.154 -0.424 0.27 0.20 -0.05 0.360
H 0.508 -4.146 0.639 0.45 -0.27 0.56 0.424
H 4.040 -3.103 0.726 0.61 -0.89 1.16 0.341
H 3.704 -1.865 2.117 0.27 -0.49 -0.09 0.313
H 3.240 -1.803 0.408 -0.73 1.00 0.19 -0.225
C 2.610 2.736 4.852 1.16 2.08 2.31 0.602
O 3.078 2.893 5.969 1.70 0.14 0.66 -0.739
N 2.912 3.435 3.777 1.98 2.01 -1.58 -0.326
N 1.615 1.977 4.673 -4.67 -4.68 -0.55 -0.294
H 2.203 3.557 3.068 0.44 0.23 -0.10 0.189
H 3.571 4.160 4.026 -0.31 0.30 -0.70 0.227
H 1.215 1.838 3.755 0.16 -0.40 0.12 0.129
H 1.538 1.217 5.334 -0.41 0.23 -0.11 0.203
C 0.438 4.967 -1.896 -2.22 2.35 -3.16 0.536
O 0.322 6.046 -2.444 0.30 1.97 -0.24 -0.748
N 1.532 4.418 -1.550 6.11 0.05 1.49 -0.309
N -0.495 4.098 -1.876 -4.86 -3.76 0.81 -0.188
H 1.558 3.709 -0.832 0.48 0.37 0.03 0.289
H 2.207 5.161 -1.668 1.06 -0.68 0.83 0.217
H -0.224 3.259 -1.383 -1.15 -0.42 -0.38 0.098
H -1.350 4.166 -2.409 0.27 0.17 0.50 0.193
O -3.080 0.368 -0.340 -0.64 -0.30 -0.14 -0.657
H -2.590 0.797 -1.041 0.27 0.12 0.01 0.339
H -2.685 0.699 0.467 0.37 0.16 0.08 0.208
O -4.226 2.768 2.771 -0.36 -0.09 0.17 -0.659
H -3.520 2.302 2.322 0.34 -0.10 -0.09 0.342
H -4.060 3.692 2.586 0.10 0.19 -0.04 0.302
```
Forces are in eV/Å.

Calculated values
HOMO level	-6.41	eV
total charge	-1
gap between HOMO and LUMO	8.80	eV
ΔE to the lowest compared entry with this formula, charge and spin	84.1	kcal per mole
energy	-61223.260	eV


3.
The following is a DFT calculation (ωB97M-V/def2-TZVPD) of 2 unconnected molecules or ions with the total composition C13H18BNO11.

Structure (XYZ):
```
44
Properties=species:S:1:pos:R:3:forces:R:3:mulliken_charge:R:1
C 0.350 0.051 4.660 0.08 1.30 -0.33 -0.220
C -0.279 0.321 3.661 0.04 0.68 0.17 -0.254
N -1.093 0.705 2.502 0.80 -0.78 2.26 0.173
C -1.978 -0.498 2.136 -1.10 -2.29 -1.46 -0.573
O -1.917 -0.637 0.734 -0.92 -4.12 4.32 -0.161
C -1.254 -1.870 0.352 1.31 -1.36 -0.81 -0.784
C 0.347 -1.756 0.489 -2.00 0.37 0.61 0.601
O 0.804 -2.957 1.141 1.01 1.14 -1.20 -0.422
C 2.228 -3.092 0.979 1.07 -0.78 0.81 -0.483
C 3.028 -2.304 2.112 -0.79 -0.94 0.50 -0.486
O 2.953 -0.870 2.016 0.84 -1.08 -0.85 -0.316
C 3.659 -0.349 0.876 -0.14 1.75 -1.12 -0.294
C 2.750 0.845 0.278 -0.30 -0.61 0.51 -0.560
H 1.005 0.142 5.567 -1.11 -0.66 -1.46 0.387
H -1.738 1.477 2.755 0.75 -0.16 -0.24 0.487
H -0.496 0.976 1.695 -0.50 -0.13 0.04 0.290
H -3.028 -0.301 2.509 1.18 0.23 -0.55 0.367
H -1.620 -1.442 2.667 -0.02 1.52 -0.45 0.380
H -1.447 -2.085 -0.747 -0.30 0.68 1.60 0.233
H -1.604 -2.773 0.957 0.37 1.26 -0.58 0.389
H 0.527 -0.846 1.158 0.34 -1.10 -1.04 -0.331
H 0.770 -1.623 -0.553 -0.13 -0.09 1.31 0.350
H 2.580 -2.837 -0.070 -0.60 -0.13 1.17 0.321
H 2.468 -4.198 1.139 -0.36 1.42 -0.18 0.337
H 2.508 -2.576 3.093 0.65 0.45 -1.27 0.237
H 4.088 -2.703 2.209 -1.02 0.63 -0.40 0.357
H 4.682 0.088 1.133 -1.29 -0.74 0.12 0.363
H 3.837 -1.095 0.047 -0.30 0.49 1.10 0.227
H 3.346 1.791 0.097 -0.80 -1.20 0.03 0.378
H 2.179 0.501 -0.643 0.93 0.62 1.00 0.182
H 1.941 1.055 1.059 1.21 -0.07 -0.89 -0.071
B -2.280 2.217 -3.527 -0.21 0.56 -0.72 1.099
O -2.281 0.765 -3.797 0.21 -0.03 1.07 -0.574
C -2.022 0.151 -2.654 -0.32 -1.62 -2.00 0.633
O -1.950 -1.047 -2.522 0.08 0.33 0.21 -0.647
C -1.838 1.159 -1.581 0.36 2.37 1.59 0.545
O -1.589 0.929 -0.416 0.99 2.92 -2.88 -0.634
O -1.988 2.373 -2.086 -0.05 -1.02 0.10 -0.596
O -1.268 2.905 -4.347 -0.62 -0.04 0.20 -0.478
C -1.907 3.811 -5.091 2.28 0.37 -0.76 0.593
O -1.372 4.546 -5.875 -0.31 -0.19 0.25 -0.583
C -3.356 3.756 -4.792 -2.43 0.18 0.22 0.602
O -4.209 4.439 -5.289 0.41 -0.15 0.10 -0.581
O -3.580 2.817 -3.869 0.67 0.01 -0.08 -0.484
```
Forces are in eV/Å.

Calculated values
HOMO level	-9.17	eV
gap between HOMO and LUMO	8.22	eV
energy	-38459.129	eV


4.
The following is a DFT calculation (ωB97M-V/def2-TZVPD) of a single C3H3NO2 molecule.

Structure (XYZ):
```
9
Properties=species:S:1:pos:R:3:forces:R:3:mulliken_charge:R:1
C -1.368 -0.221 0.177 -0.26 0.02 0.14 -0.564
O -0.190 -0.344 -0.630 0.22 -0.15 -0.17 -0.311
C 0.842 0.501 -0.532 -0.01 0.45 -0.13 0.576
O 0.900 1.630 -0.923 -0.18 -0.56 0.36 -0.425
C 1.983 -0.185 0.108 0.88 -0.50 0.50 0.243
N 2.823 -0.743 0.673 -0.76 0.58 -0.57 -0.308
H -1.447 -1.152 0.741 -0.09 0.16 0.00 0.236
H -1.313 0.627 0.866 0.08 -0.06 -0.19 0.320
H -2.231 -0.112 -0.480 0.11 0.05 0.07 0.232
```
Forces are in eV/Å.

Calculated values
HOMO level	-11.68	eV
gap between HOMO and LUMO	11.38	eV
ΔE to the lowest compared entry with this formula, charge and spin	43.5	kcal per mole
SMILES	COC(=O)C#N
energy	-8743.245	eV


5.
The following is a DFT calculation (ωB97M-V/def2-TZVPD) of a single C11H8ClNO3S molecule.

Structure (XYZ):
```
25
Properties=species:S:1:pos:R:3:forces:R:3:mulliken_charge:R:1
O 0.874 2.787 -0.037 -0.73 -1.53 -0.42 -0.625
Cl 0.683 -0.499 4.505 -0.18 0.14 -0.60 -0.226
N -1.386 2.738 -0.175 1.11 -1.77 -0.50 -0.562
O -3.443 2.170 -0.402 -0.79 -4.24 -1.21 -0.474
O -1.635 0.503 -0.694 -3.71 1.37 -0.56 -0.350
S 0.911 -2.265 -1.534 -0.10 0.40 -0.33 -0.245
C -0.150 2.142 -0.235 3.16 2.53 1.22 0.137
C -2.169 1.750 -0.462 -0.21 2.30 0.99 0.627
C 1.311 -2.052 2.417 0.23 -0.48 -0.01 -0.648
C 1.374 -2.396 1.089 -0.25 0.18 -0.61 -0.763
C 0.172 -0.020 1.827 0.05 0.41 0.15 -0.589
C 0.712 -0.871 2.786 -0.46 0.68 -0.02 -0.132
C 0.838 -1.560 0.088 -0.13 0.00 0.22 0.415
C 0.256 -0.331 0.443 0.41 -0.07 1.29 -0.393
C 0.179 -0.939 -2.558 -0.07 0.64 0.20 -0.558
C -0.231 0.660 -0.588 1.44 -0.08 0.04 2.505
C 0.510 0.444 -1.924 -1.86 -0.43 -0.86 -1.407
H -3.435 3.032 -0.002 0.44 0.76 0.20 0.384
H 1.699 -2.690 3.198 0.13 -0.12 -0.13 0.427
H 1.822 -3.332 0.769 -0.01 0.04 0.18 0.371
H -0.289 0.917 2.199 0.35 -0.57 -0.55 0.422
H -0.933 -1.075 -2.667 1.12 0.14 0.21 0.342
H 0.630 -0.953 -3.573 -0.21 -0.32 0.73 0.439
H 1.561 0.660 -1.836 0.43 -0.24 0.42 0.421
H 0.137 1.181 -2.633 -0.14 0.24 -0.04 0.482
```
Forces are in eV/Å.

Calculated values
HOMO level	-8.48	eV
gap between HOMO and LUMO	8.83	eV
SMILES	O=C1N=C(O)O[C@@]12CCSc1ccc(Cl)cc12
energy	-42526.764	eV


6.
The following is a DFT calculation (ωB97M-V/def2-TZVPD) of a molecular structure, C63H39Br3F2O14.

Structure (XYZ):
```
121
Properties=species:S:1:pos:R:3:forces:R:3:mulliken_charge:R:1
C -7.433 5.031 -2.556 1.14 -0.65 -0.11 -0.414
C -7.717 5.259 -4.074 1.17 -0.97 1.41 0.457
O -6.822 6.306 -4.473 -0.81 -0.46 1.53 -0.310
C -6.349 6.899 -3.297 1.50 2.83 -0.47 0.684
O -5.785 7.996 -3.239 -1.81 -3.76 -0.34 -0.541
O -6.556 6.071 -2.269 0.59 2.52 0.80 -0.338
F -8.996 5.622 -4.230 -0.57 0.34 -0.53 -0.274
H -6.791 4.195 -2.279 -0.43 -0.85 -0.87 0.223
H -8.236 4.976 -1.822 -0.54 0.56 -0.61 0.266
H -7.490 4.314 -4.567 -0.23 0.44 -0.81 0.247
C -5.166 -3.837 -1.640 -0.95 -1.76 -1.03 -0.428
C -5.805 -2.742 -0.859 -0.26 0.66 -1.06 0.362
O -6.972 -2.414 -1.638 0.15 -0.13 2.03 -0.284
C -6.883 -3.022 -2.792 -4.69 -1.61 -5.79 0.665
O -7.762 -3.069 -3.696 2.55 1.26 3.46 -0.613
O -5.827 -3.780 -2.964 2.48 0.20 1.89 -0.299
F -5.060 -1.635 -0.941 1.01 1.12 0.57 -0.258
H -5.555 -4.777 -1.247 0.51 -0.22 0.24 0.299
H -4.078 -3.840 -1.690 -0.25 0.26 -0.17 0.302
H -5.987 -2.994 0.186 -0.52 0.26 -0.14 0.252
C 1.020 -5.347 1.503 -0.50 -0.03 0.12 -0.360
C 0.793 -6.179 0.384 -0.53 0.55 1.99 -0.784
C 0.338 -7.474 0.644 0.15 0.78 -1.66 -0.408
C 0.061 -7.912 1.919 -0.46 -1.65 -0.67 0.308
C 0.339 -7.103 3.001 0.15 0.70 -0.37 0.483
C 0.803 -5.784 2.806 -0.07 -1.14 -0.66 -0.816
C 0.137 -7.576 4.367 -0.19 1.45 2.09 0.505
O 0.261 -6.687 5.252 -0.56 -3.46 -1.17 -0.692
C -0.177 -9.105 4.547 0.88 3.42 0.47 0.519
C -0.029 -9.603 5.829 0.27 1.91 0.57 -0.520
C -0.170 -10.904 6.079 -0.56 -3.54 -0.99 -0.525
C -0.459 -11.737 4.991 -0.48 0.81 -0.68 -0.535
C -0.566 -11.210 3.678 0.13 -3.42 1.44 -0.455
C -0.436 -9.895 3.430 0.10 1.55 0.71 0.199
C -0.521 -9.334 2.071 0.53 -0.88 -1.76 0.302
O -0.891 -10.066 1.132 0.73 2.24 1.76 -0.633
H 1.258 -4.303 1.361 0.26 0.06 -0.16 0.426
H 0.786 -5.670 -0.568 0.38 -0.64 -0.37 0.411
H 0.174 -8.120 -0.206 -0.28 -0.25 0.09 0.444
H 0.952 -5.187 3.694 0.08 0.17 -0.19 0.509
H 0.197 -9.000 6.696 0.08 0.75 -0.39 0.419
H -0.036 -11.405 7.027 -0.06 0.46 0.32 0.400
H -0.711 -12.775 5.152 0.39 -0.18 -0.07 0.384
H -0.630 -11.970 2.914 -0.45 0.35 -0.44 0.417
C 5.767 -4.498 -4.883 0.57 0.41 0.10 -0.683
C 6.494 -5.171 -3.920 0.36 -1.99 -1.62 -0.228
C 6.765 -4.718 -2.681 0.19 1.34 0.72 -0.688
C 6.378 -3.425 -2.404 -1.91 2.03 0.11 0.391
C 5.550 -2.646 -3.351 2.14 -1.01 2.13 0.135
C 5.310 -3.231 -4.594 -0.40 1.01 0.23 -0.244
C 5.178 -1.220 -2.948 -1.16 -0.34 -3.16 0.637
O 4.555 -0.514 -3.764 1.16 -1.20 1.63 -0.723
C 5.543 -0.732 -1.619 -0.25 0.19 0.05 0.344
C 5.157 0.581 -1.317 0.45 -0.66 0.84 -0.675
C 5.380 1.065 -0.042 0.52 -0.62 0.33 -0.335
C 5.985 0.245 0.954 -0.11 0.06 -1.34 -0.676
C 6.396 -1.050 0.598 0.36 1.03 0.30 -0.473
C 6.196 -1.551 -0.676 -0.64 1.45 -0.06 0.068
C 6.683 -2.885 -1.009 -0.19 -1.61 -1.31 0.477
O 7.253 -3.623 -0.231 0.04 0.62 0.28 -0.654
H 5.693 -4.844 -5.904 -0.15 -0.34 0.09 0.378
H 6.989 -6.109 -4.123 -0.38 -0.35 -0.58 0.338
H 7.353 -5.318 -2.002 -0.05 0.23 0.20 0.438
H 4.826 -2.656 -5.369 -0.23 0.13 0.08 0.454
H 4.699 1.271 -2.010 0.00 -0.50 -0.43 0.477
H 5.109 2.109 0.009 0.10 0.09 1.08 0.384
H 6.233 0.604 1.942 -0.17 0.18 0.01 0.409
H 7.030 -1.630 1.253 -0.29 -0.14 0.32 0.450
C 5.666 7.735 -8.773 0.14 1.45 0.37 -0.337
C 4.965 6.565 -8.597 -0.29 -0.31 0.36 -0.525
C 4.081 6.440 -7.543 -0.10 0.26 0.73 -0.626
C 3.832 7.503 -6.610 1.60 -0.49 -2.40 0.409
C 4.456 8.724 -6.879 1.33 1.28 -0.38 0.536
C 5.409 8.840 -7.967 -1.34 -0.93 0.78 -0.648
C 4.272 9.975 -5.978 2.17 1.36 -2.10 0.470
O 4.901 11.021 -6.334 -2.54 -3.08 1.86 -0.685
C 3.428 9.769 -4.754 0.90 0.86 -0.42 0.574
C 3.267 10.856 -3.841 0.37 -1.12 -1.09 -0.632
C 2.587 10.655 -2.683 -0.79 0.45 0.12 -0.346
C 1.915 9.465 -2.470 0.20 -0.18 0.04 -0.630
C 2.069 8.426 -3.374 -0.44 -0.91 0.05 -0.428
C 2.867 8.486 -4.515 0.04 2.03 0.75 -0.002
C 2.977 7.315 -5.455 -0.49 1.40 0.16 0.259
O 2.296 6.339 -5.318 -0.48 -1.07 0.51 -0.602
H 6.430 7.865 -9.525 -0.07 -0.26 -0.26 0.385
H 5.121 5.731 -9.266 0.02 -0.12 0.04 0.388
H 3.648 5.458 -7.422 -0.40 0.13 0.36 0.424
H 5.915 9.758 -8.230 -0.16 0.20 0.56 0.423
H 3.601 11.875 -3.967 0.57 -0.26 -0.81 0.397
H 2.477 11.544 -2.081 -0.20 -0.28 0.58 0.348
H 1.270 9.376 -1.609 -0.04 -0.25 0.01 0.385
H 1.514 7.509 -3.234 -0.02 -0.15 0.19 0.465
C -0.364 0.827 6.487 -2.44 0.38 0.46 -0.596
C -0.965 0.286 5.338 1.02 0.09 0.58 -0.365
C -2.327 0.330 5.120 0.34 0.28 0.27 -0.765
C -3.187 0.859 6.106 -0.02 -1.06 -2.62 0.377
C -2.643 1.411 7.226 1.08 0.56 0.15 0.556
C -1.253 1.455 7.392 1.10 -1.23 0.12 -0.517
C -3.508 1.830 8.314 0.00 0.61 3.65 0.298
O -3.056 2.445 9.323 -1.94 -1.74 -3.04 -0.643
C -4.946 1.246 8.250 -0.55 0.27 -0.02 0.143
C -5.791 1.231 9.363 -0.15 1.08 0.24 -0.560
C -7.161 0.935 9.269 1.93 -0.50 -0.06 -0.762
C -7.594 0.291 8.099 -2.21 1.06 2.27 -0.220
C -6.810 0.135 7.037 2.15 0.46 -0.86 -0.762
C -5.516 0.729 7.088 0.36 -1.06 -1.82 0.791
C -4.646 0.596 5.874 -0.37 -1.43 -1.52 0.493
O -5.011 0.090 4.789 0.37 1.46 2.60 -0.690
H 0.671 0.636 6.728 0.04 0.32 -0.06 0.410
H -0.297 -0.252 4.681 -0.21 -0.01 -0.45 0.375
H -2.685 -0.095 4.194 -0.44 -0.01 0.20 0.460
H -0.898 1.716 8.378 0.08 0.50 -0.05 0.388
H -5.320 1.609 10.258 -0.36 0.10 0.38 0.432
H -7.772 1.124 10.139 -0.25 -0.22 -0.13 0.398
H -8.634 0.019 7.999 -0.13 -0.29 0.27 0.353
H -7.223 -0.449 6.228 0.60 0.36 -0.54 0.407
C -1.037 0.761 -3.411 -0.77 0.06 -0.58 -0.325
Br -0.538 1.051 -1.590 0.23 -0.27 -0.07 0.023
Br -2.867 1.481 -3.664 0.80 -0.24 -0.09 -0.023
Br -0.981 -1.082 -4.043 0.06 0.36 0.44 -0.009
H -0.352 1.289 -4.074 -0.30 0.08 0.32 0.331
```
Forces are in eV/Å.

Calculated values
HOMO level	-9.62	eV
gap between HOMO and LUMO	8.27	eV
ΔE to the lowest compared entry with this formula, charge and spin	0.0	kcal per mole
energy	-310188.040	eV


In Ha, the LUMO level values for the records above are, in order, -0.0123; 0.0880; -0.0351; -0.0108; 0.0128; -0.0496.